Density functional theory data (wB97M-V/def2-TZVPD) for 3 unconnected molecules or ions with the total composition C5H10FN2 in a non-equilibrium geometry.

Computed properties:
Net charge   +1
ΔE to the lowest compared entry with this formula, charge and spin   116.82 kcal/mol

Last column: natural (NBO) charge in e.
Cartesian coordinates (Å):
C  5.07  -0.27  0.06  0.026
C  3.68  -0.01  0.21  0.021
C  -1.01  2.48  0.39  -0.705
C  0.34  -0.97  -0.14  -0.454
C  -0.21  1.24  0.24  0.311
N  4.31  -1.21  0.57  -0.283
N  -0.55  0.07  -0.14  -0.395
F  -2.90  -2.03  -0.49  -0.589
H  6.04  -0.19  -0.45  0.255
H  -0.58  3.12  -0.34  0.280
H  -2.07  2.35  0.57  0.261
H  -0.67  3.00  1.33  0.276
H  0.08  -1.81  0.63  0.251
H  0.13  -1.45  -1.08  0.231
H  1.37  -0.63  -0.11  0.256
H  0.80  1.38  0.53  0.224
H  -3.66  -2.52  -0.88  0.592
H  -1.50  -0.15  -0.36  0.444

=====

Density functional theory data (wB97M-V/def2-TZVPD) for a single C5H10FNO molecule in a non-equilibrium geometry.

Computed properties:
Net charge   0
Structure (SMILES)   CC(=O)[C@@H](C)[C@@H](N)F
ΔE to the lowest compared entry with this formula, charge and spin   18.12 kcal/mol

Last column: natural (NBO) charge in e.
Cartesian coordinates (Å):
C  -1.52  0.07  -0.06  0.612
C  -2.17  0.67  1.17  -0.723
C  0.49  -1.59  -0.55  -0.631
C  0.04  -0.29  0.21  -0.355
C  0.98  0.90  -0.49  0.372
N  2.40  0.66  -0.44  -0.865
O  -2.27  -0.19  -0.96  -0.529
F  0.64  1.05  -1.80  -0.350
H  -1.56  0.54  2.02  0.204
H  -2.35  1.72  0.97  0.235
H  -3.09  0.10  1.25  0.241
H  0.06  -2.64  -0.19  0.221
H  0.16  -1.51  -1.61  0.236
H  1.54  -1.66  -0.49  0.197
H  0.21  -0.44  1.38  0.225
H  0.85  1.90  -0.03  0.158
H  2.77  -0.19  -0.83  0.375
H  2.82  0.92  0.44  0.378

=====

Density functional theory data (wB97M-V/def2-TZVPD) for a gas-phase ion, C5H10FNO2PS (charge +1) in a non-equilibrium geometry.

Computed properties:
Net charge   +1
ΔE to the lowest compared entry with this formula, charge and spin   0.00 kcal/mol

Last column: natural (NBO) charge in e.
Cartesian coordinates (Å):
C  -2.08  1.68  -0.19  -0.650
C  -1.11  0.73  0.61  0.196
F  -0.43  1.39  1.62  -0.338
C  -0.16  0.06  -0.43  -0.134
C  0.85  0.95  -1.26  0.006
O  2.08  0.99  -0.52  -0.713
S  1.26  -0.41  -2.50  0.373
C  1.43  -1.53  -1.07  0.120
N  0.65  -1.13  -0.07  -0.622
P  0.63  -1.99  1.49  1.573
O  0.91  -1.05  2.65  -0.999
H  -1.60  2.16  -1.06  0.210
H  -2.45  2.46  0.52  0.265
H  -2.97  1.09  -0.52  0.240
H  -1.76  -0.02  1.12  0.194
H  -0.84  -0.34  -1.23  0.254
H  0.51  1.92  -1.68  0.264
H  1.88  1.09  0.42  0.502
H  2.10  -2.41  -1.02  0.280
H  -0.60  -2.68  1.68  -0.009
H  1.70  -2.94  1.44  -0.013

=====

Density functional theory data (wB97M-V/def2-TZVPD) for a molecular structure, C5H10HgO3 in a non-equilibrium geometry.

Computed properties:
Net charge   0
ΔE to the lowest compared entry with this formula, charge and spin   0.00 kcal/mol

Last column: natural (NBO) charge in e.
Cartesian coordinates (Å):
O  2.28  1.33  -0.52  -0.883
C  2.82  0.05  -0.48  -0.095
C  1.75  -1.04  -0.44  -0.128
O  0.90  -0.78  0.69  -0.645
C  -0.48  -1.20  0.53  -0.151
C  -1.16  -0.11  -0.26  -0.524
O  -1.54  0.89  0.78  -0.632
C  -2.70  1.62  0.45  -0.251
Hg  0.47  1.25  0.12  1.464
H  3.47  -0.08  0.41  0.158
H  3.46  -0.16  -1.36  0.176
H  2.19  -2.04  -0.35  0.193
H  -0.89  -1.47  1.52  0.206
H  -0.50  -2.12  -0.07  0.188
H  -2.07  -0.48  -0.76  0.185
H  -3.60  1.05  0.72  0.178
H  -2.67  2.57  1.00  0.191
H  -2.74  1.83  -0.64  0.179
H  0.99  -1.11  -1.35  0.192

=====

Density functional theory data (wB97M-V/def2-TZVPD) for a molecular structure, C5H10HgO5 in a non-equilibrium geometry.

Computed properties:
Net charge   0
ΔE to the lowest compared entry with this formula, charge and spin   0.00 kcal/mol
Expectation value of S²   2.01
2S+1   3

Last column: Mulliken spin population.
Cartesian coordinates (Å):
C  0.43  3.26  -0.32  0.834
C  -0.71  2.39  0.07  -0.018
O  -1.11  2.76  1.40  0.025
C  -2.31  2.35  1.85  0.071
O  -3.06  1.68  1.10  0.010
O  -2.60  2.72  3.02  0.025
O  1.08  2.94  -1.46  0.109
Hg  -4.52  1.66  2.76  0.873
H  2.57  2.57  1.19  -0.001
H  -0.45  1.32  0.07  0.041
H  -1.55  2.53  -0.63  0.044
H  1.74  3.64  -1.65  -0.010
H  0.73  4.13  0.27  -0.005
C  3.45  2.29  1.86  0.003
C  4.75  2.22  1.10  0.001
O  4.68  1.13  0.18  0.000
H  3.52  3.06  2.65  -0.001
H  3.22  1.33  2.34  0.000
H  5.60  2.06  1.79  0.000
H  4.93  3.16  0.55  0.000
H  5.52  1.04  -0.28  0.000

=====

Density functional theory data (wB97M-V/def2-TZVPD) for a gas-phase ion, C5H10IN2 (charge +1) in a non-equilibrium geometry.

Computed properties:
Net charge   +1
Structure (SMILES)   CN/C=C\[N+](C)=C/I
ΔE to the lowest compared entry with this formula, charge and spin   56.75 kcal/mol

Last column: natural (NBO) charge in e.
Cartesian coordinates (Å):
C  -0.06  0.50  -0.90  -0.271
C  -0.37  -0.80  -0.83  0.108
C  1.63  1.46  0.55  0.028
C  -0.38  2.56  0.32  -0.425
C  -0.65  -2.97  0.13  -0.390
N  0.40  1.35  0.11  -0.299
N  -0.32  -1.52  0.24  -0.545
I  2.88  -0.13  0.10  0.318
H  -0.38  1.06  -1.78  0.238
H  -0.77  -1.37  -1.78  0.245
H  1.87  2.14  1.33  0.238
H  -1.21  2.27  1.04  0.244
H  0.31  3.27  0.85  0.218
H  -0.73  3.09  -0.71  0.263
H  -1.69  -2.98  0.34  0.215
H  -0.43  -3.25  -0.87  0.208
H  -0.01  -3.48  0.76  0.217
H  -0.09  -1.22  1.10  0.391